1.
The following is a quantum chemistry calculation of one molecule with the formula C4H10O, from the OMol25 dataset.

Its total charge is 0. The energy relative to the best compared isomer or geometry (same formula, charge and spin) comes out at 17.71 kJ/mol. The orbital gap comes out at 11.107 eV. The total energy comes out at -6357.6193 eV. As for the structure (SMILES): CC(C)(C)O. Its multiplicity is 1.

Last columns: bonded neighbours and bond lengths (Å).
Cartesian coordinates (Å):
1 C -1.367 -0.674 0.373  C2 1.534, H6 1.095, H7 1.094, H8 1.098
2 C -0.103 0.162 0.136  C1 1.534, C3 1.542, C4 1.542, O5 1.429
3 C 0.070 0.424 -1.374  C2 1.542, H9 1.094, H10 1.094, H11 1.094
4 C 1.231 -0.404 0.663  C2 1.542, H12 1.095, H13 1.103, H14 1.095
5 O -0.362 1.373 0.849  C2 1.429, H15 0.965
6 H -1.462 -1.502 -0.338  C1 1.095
7 H -1.432 -1.065 1.393  C1 1.094
8 H -2.231 -0.014 0.222  C1 1.098
9 H -0.859 0.279 -1.934  C3 1.094
10 H 0.413 1.449 -1.546  C3 1.094
11 H 0.817 -0.259 -1.788  C3 1.094
12 H 1.552 -1.311 0.141  C4 1.095
13 H 2.018 0.346 0.475  C4 1.103
14 H 1.219 -0.598 1.741  C4 1.095
15 H 0.495 1.794 0.989  O5 0.965

=====

2.
The following is a quantum chemistry calculation of one molecule with the formula C4H10O2, from the OMol25 dataset.

Its total charge is 0. The energy relative to the best compared isomer or geometry (same formula, charge and spin) comes out at 103.99 kJ/mol. The orbital gap comes out at 10.720 eV. The total energy comes out at -8404.4693 eV. As for the structure (SMILES): COC[C@@H](C)O. Its multiplicity is 1.

Last columns: bonded neighbours and bond lengths (Å).
Cartesian coordinates (Å):
1 C -0.394 -1.441 1.715  O2 1.408, H7 1.091, H8 1.101, H9 1.099
2 O -0.193 -0.048 1.687  C1 1.408, C3 1.417
3 C -0.626 0.550 0.477  O2 1.417, C4 1.525, H10 1.095, H11 1.101
4 C 0.411 0.327 -0.620  C3 1.525, C5 1.516, O6 1.416, H12 1.102
5 C -0.074 0.669 -2.015  C4 1.516, H13 1.094, H14 1.094, H15 1.096
6 O 1.567 1.096 -0.343  C4 1.416, H16 0.968
7 H 0.078 -1.812 2.627  C1 1.091
8 H -1.466 -1.694 1.723  C1 1.101
9 H 0.068 -1.949 0.857  C1 1.099
10 H -0.709 1.622 0.684  C3 1.095
11 H -1.618 0.169 0.188  C3 1.101
12 H 0.670 -0.744 -0.613  C4 1.102
13 H 0.675 0.353 -2.747  C5 1.094
14 H -0.234 1.745 -2.129  C5 1.094
15 H -1.010 0.142 -2.233  C5 1.096
16 H 1.770 0.948 0.592  O6 0.968

=====

3.
The following is a quantum chemistry calculation of one molecule with the formula C4H10O2, from the OMol25 dataset.

Its total charge is 0. The energy relative to the best compared isomer or geometry (same formula, charge and spin) comes out at 61.90 kJ/mol. The orbital gap comes out at 10.533 eV. The total energy comes out at -8404.9055 eV. As for the structure (SMILES): C[C@@H](O)CCO. Its multiplicity is 1.

Last columns: bonded neighbours and bond lengths (Å).
Cartesian coordinates (Å):
1 C 1.527 -0.137 -1.528  C2 1.520, H7 1.095, H8 1.094, H9 1.097
2 C 0.771 0.100 -0.231  C1 1.520, O3 1.411, C4 1.536, H10 1.105
3 O 0.772 1.493 -0.004  C2 1.411, H11 0.969
4 C -0.657 -0.465 -0.276  C2 1.536, C5 1.524, H12 1.099, H13 1.097
5 C -1.374 -0.368 1.065  C4 1.524, O6 1.432, H14 1.100, H15 1.095
6 O -1.293 0.968 1.574  C5 1.432, H16 0.956
7 H 2.511 0.339 -1.473  C1 1.095
8 H 1.659 -1.209 -1.709  C1 1.094
9 H 0.993 0.302 -2.380  C1 1.097
10 H 1.296 -0.421 0.590  C2 1.105
11 H 0.138 1.633 0.715  O3 0.969
12 H -0.614 -1.526 -0.561  C4 1.099
13 H -1.238 0.061 -1.043  C4 1.097
14 H -0.923 -1.076 1.777  C5 1.100
15 H -2.435 -0.622 0.968  C5 1.095
16 H -1.131 0.928 2.516  O6 0.956

=====

4.
The following is a quantum chemistry calculation of a 2-piece molecular cluster, C4H10O2 overall, from the OMol25 dataset.

Its total charge is 0. The energy relative to the best compared isomer or geometry (same formula, charge and spin) comes out at 202.87 kJ/mol. The orbital gap comes out at 10.994 eV. The total energy comes out at -8403.4444 eV. As for the structure (SMILES): OC1CC1.CO. Its multiplicity is 1.

Last columns: bonded neighbours and bond lengths (Å).
Cartesian coordinates (Å):
1 C 0.493 2.632 -1.684  O2 1.408, H7 1.091, H8 1.093, H9 1.098
2 O -0.122 2.122 -0.525  C1 1.408, H15 0.965
3 C 0.231 -0.482 0.988  C4 1.496, C5 1.519, H10 1.086, H11 1.087
4 C -0.433 -1.805 1.208  C3 1.496, C5 1.490, O6 1.395, H12 1.090
5 C -0.427 -1.223 -0.163  C3 1.519, C4 1.490, H13 1.088, H14 1.086
6 O 0.335 -2.953 1.404  C4 1.395, H16 0.966
7 H 1.067 3.516 -1.402  C1 1.091
8 H 1.202 1.921 -2.117  C1 1.093
9 H -0.239 2.912 -2.453  C1 1.098
10 H -0.240 0.410 1.389  C3 1.086
11 H 1.318 -0.454 0.986  C3 1.087
12 H -1.384 -1.788 1.740  C4 1.090
13 H -1.370 -0.874 -0.581  C5 1.088
14 H 0.242 -1.697 -0.873  C5 1.086
15 H -0.312 1.188 -0.673  O2 0.965
16 H 0.691 -2.908 2.301  O6 0.966

=====

5.
The following is a quantum chemistry calculation of a 2-piece molecular cluster, C4H10O2 overall, from the OMol25 dataset.

Its total charge is 0. The energy relative to the best compared isomer or geometry (same formula, charge and spin) comes out at 201.31 kJ/mol. The orbital gap comes out at 11.074 eV. The total energy comes out at -8403.4606 eV. As for the structure (SMILES): OC1CC1.CO. Its multiplicity is 1.

Last columns: bonded neighbours and bond lengths (Å).
Cartesian coordinates (Å):
1 C 2.753 1.010 -1.180  O2 1.407, H7 1.093, H8 1.099, H9 1.099
2 O 2.084 0.139 -0.301  C1 1.407, H15 0.966
3 C -0.574 -0.949 0.343  C4 1.495, C5 1.518, H10 1.087, H11 1.087
4 C -1.915 -0.662 0.940  C3 1.495, C5 1.490, O6 1.396, H12 1.091
5 C -1.162 0.451 0.296  C3 1.518, C4 1.490, H13 1.087, H14 1.086
6 O -3.067 -1.083 0.274  C4 1.396, H16 0.965
7 H 3.720 0.555 -1.410  C1 1.093
8 H 2.217 1.148 -2.129  C1 1.099
9 H 2.937 1.997 -0.733  C1 1.099
10 H 0.264 -1.146 1.005  C3 1.087
11 H -0.551 -1.495 -0.596  C3 1.087
12 H -1.984 -0.652 2.028  C4 1.091
13 H -0.748 1.231 0.930  C5 1.087
14 H -1.553 0.787 -0.660  C5 1.086
15 H 1.175 0.447 -0.195  O2 0.966
16 H -3.110 -2.045 0.347  O6 0.965

=====

6.
The following is a quantum chemistry calculation of one molecule with the formula C4H10O2, from the OMol25 dataset.

Its total charge is 0. The energy relative to the best compared isomer or geometry (same formula, charge and spin) comes out at 94.36 kJ/mol. The orbital gap comes out at 10.699 eV. The total energy comes out at -8404.5691 eV. As for the structure (SMILES): OCCCCO. Its multiplicity is 1.

Last columns: bonded neighbours and bond lengths (Å).
Cartesian coordinates (Å):
1 O -1.600 0.759 -1.318  C2 1.408, H7 0.972
2 C -1.714 -0.071 -0.187  O1 1.408, C3 1.540, H8 1.105, H9 1.097
3 C -0.513 -1.012 0.019  C2 1.540, C4 1.541, H10 1.100, H11 1.097
4 C 0.624 -0.446 0.892  C3 1.541, C5 1.549, H12 1.098, H13 1.099
5 C 1.561 0.626 0.281  C4 1.549, O6 1.424, H14 1.099, H15 1.093
6 O 1.074 1.276 -0.888  C5 1.424, H16 0.969
7 H -0.780 1.268 -1.194  O1 0.972
8 H -1.862 0.525 0.731  C2 1.105
9 H -2.629 -0.657 -0.339  C2 1.097
10 H -0.180 -1.339 -0.977  C3 1.100
11 H -0.862 -1.919 0.528  C3 1.097
12 H 1.267 -1.270 1.227  C4 1.098
13 H 0.156 -0.037 1.798  C4 1.099
14 H 2.549 0.197 0.065  C5 1.099
15 H 1.732 1.436 0.995  C5 1.093
16 H 1.178 0.665 -1.634  O6 0.969